No. 1
This record from the Open Molecules 2025 dataset describes a structure of composition CH45CuO22 at a distorted geometry. The level of theory is wB97M-V/def2-TZVPD.

Values from the calculation:
Gap between HOMO and LUMO (alpha / beta), hartree: 0.3635 / 0.3215
Total charge: +1
E_tot, eV: -91450.133
Multiplicity: 2
Expectation value of S²: 0.75

Last column: Mulliken charge in e.
Element x y z (Å)
Cu1 -0.14992 -0.95944 0.05243  1.455
C1 -2.20355 -2.99947 -0.01779  -0.688
O1 -0.84608 -2.74927 0.31503  0.216
H1 -2.40692 -4.07766 0.06133  0.362
H2 -2.86638 -2.42381 0.68762  0.207
H3 -2.49908 -2.57809 -1.02078  0.008
O2 -1.36856 -0.27034 1.63110  -0.532
H4 -1.04456 0.25356 2.40127  0.247
H5 -1.98755 -1.00774 1.87255  0.164
O3 -2.42228 2.97735 3.53261  -0.581
H6 -3.27717 2.88056 3.97012  0.318
H7 -1.97666 2.28464 3.99616  0.305
O4 -0.12597 -1.63889 4.69905  -0.605
H8 -0.22673 -1.72412 5.64279  0.265
H9 0.11199 -2.51251 4.28189  0.367
O5 1.28106 -1.77549 -1.56747  -0.732
H10 1.83513 -2.44432 -1.10791  0.221
H11 0.73611 -2.31251 -2.10169  0.301
O6 -2.19384 1.50250 -3.80604  -0.592
H12 -3.00253 1.71123 -3.37992  0.339
H13 -1.52041 1.96602 -3.24576  0.258
O7 0.69583 5.09694 0.19761  -0.623
H14 0.95952 6.00350 0.53026  0.292
H15 1.45268 4.87552 -0.42098  0.278
O8 -1.03506 3.15941 0.37982  -0.658
H16 -0.47423 3.97634 0.25005  0.300
H17 -1.42725 3.32650 1.25231  0.288
O9 -0.79843 -2.89828 -3.28988  -0.612
H18 -1.68499 -2.81543 -2.90068  0.279
H19 -0.93313 -2.52042 -4.15442  0.273
O10 -1.49623 -0.49218 -1.66148  -0.465
H20 -2.08698 0.22743 -1.32735  0.194
H21 -0.99693 -0.01024 -2.35986  0.138
O11 3.02125 -3.95683 -1.34548  -0.650
H22 3.45119 -4.27029 -2.14659  0.295
H23 2.20490 -4.50226 -1.31545  0.389
O12 1.64172 -1.40010 1.48514  -0.697
H24 1.24889 -0.89195 2.21736  0.277
H25 1.61066 -2.32287 1.75589  0.264
O13 2.11303 2.75044 -2.00492  -0.462
H26 2.98060 2.62934 -2.36807  0.253
H27 1.54702 2.22450 -2.61234  0.217
O14 -0.41382 1.17127 3.88768  -0.773
H28 -0.09430 0.30208 4.18375  0.292
H29 0.39927 1.70348 3.58341  0.442
O15 0.31304 3.70320 -3.99666  -0.595
H30 0.02133 4.40128 -3.43299  0.297
H31 -0.40326 3.62957 -4.67568  0.304
O16 0.97387 0.33697 -3.39576  -0.474
H32 1.24381 -0.50945 -3.03949  0.256
H33 1.33366 0.47547 -4.26433  0.222
O17 3.49355 0.83600 1.18397  -0.732
H34 3.24204 1.07086 0.28449  0.284
H35 3.15305 -0.06706 1.28455  0.371
O18 2.01196 2.34907 3.16739  -0.631
H36 2.69805 2.00997 2.53571  0.374
H37 2.56889 2.60924 3.93235  0.286
O19 0.50993 0.93154 -0.02457  0.641
H38 0.92049 1.23887 -0.86190  -0.073
H39 0.03209 1.73617 0.38773  0.072
O20 -3.14413 1.70291 -1.04629  -0.645
H40 -3.66922 1.66599 -0.27611  0.244
H41 -2.44729 2.36796 -0.81197  0.362
O21 0.49235 -3.68415 2.86235  -0.714
H42 0.87146 -4.53142 2.98454  0.256
H43 -0.30102 -3.66281 2.32789  0.279
O22 0.32097 -4.95894 -1.12572  -0.791
H44 0.20820 -4.91521 -2.04822  0.308
H45 -0.17519 -4.20413 -0.66365  0.261

Atomic forces in eV per Å
Cu -0.4341 -0.8373 -0.3126
C -0.1747 1.3814 0.1743
O 0.0974 0.0788 -0.3568
H -0.1432 0.3504 -0.1177
H 0.1202 -0.7402 -0.3641
H 0.3409 -0.6932 0.7031
O -0.6630 -0.7558 -0.1580
H -0.4583 -0.1876 0.2507
H 1.0141 1.1899 0.1924
O -1.1323 0.4073 -0.1172
H -0.3256 0.6262 -0.3832
H 1.4404 -0.8704 0.2235
O 0.2563 -0.3578 -1.1945
H 0.0362 -0.3654 0.3557
H -0.2311 0.8931 0.6835
O 1.0428 1.0442 1.7272
H 0.3539 0.4000 -0.4536
H -1.6643 -1.1730 -1.3139
O 2.3120 0.3978 0.0830
H -1.3983 0.2249 0.6990
H -0.7304 -0.4775 -0.9299
O 2.3065 1.6078 -0.7437
H -0.7311 -1.5149 -0.3820
H -1.2680 0.0567 0.9151
O 0.1999 0.4484 0.2268
H -0.3177 -0.6233 0.0326
H -0.1653 -0.2752 0.0567
O -0.3420 -0.1911 0.4786
H 0.4160 -0.0225 0.1715
H 0.1654 0.1916 -0.6477
O 0.3824 0.9324 0.0165
H -0.1013 -0.3801 -0.1626
H -0.3304 -0.6345 0.1696
O -0.5955 -0.3993 -0.0370
H 0.2742 0.1802 -0.0164
H 0.1622 0.0949 0.3628
O -0.2246 0.8667 -0.1303
H 0.2675 -0.3943 -0.0761
H -0.2231 -0.4558 0.3613
O -1.1272 -0.5471 0.2372
H 0.8118 0.0045 -0.2227
H 0.3078 0.5391 0.1747
O 1.1567 0.3318 -0.9937
H 0.0692 0.0775 0.2973
H -0.9886 -0.9452 0.6190
O -0.8535 -1.0738 -1.4558
H -0.2041 0.8752 0.6603
H 0.8867 0.0666 0.7387
O -0.7690 0.8312 0.6538
H 0.5409 -0.4523 0.0868
H 0.2161 -0.2048 -0.5584
O -0.0208 -0.0439 0.0435
H 0.0032 0.1283 0.0130
H 0.0301 0.0754 0.0201
O 1.4517 0.0201 0.2529
H -0.8313 -0.0531 0.1093
H -0.7246 -0.0969 -0.4785
O 0.0015 0.9994 -0.0115
H -0.1359 -0.0345 0.6698
H 0.3562 -0.9731 -0.8787
O 1.7803 0.7021 -1.1402
H -1.1203 -0.1324 1.4099
H -0.5488 -0.4956 0.0004
O 0.2615 2.0471 0.5846
H 0.0768 -1.4669 -0.1323
H -0.2383 -0.4914 -0.7132
O 0.0433 0.7589 2.6683
H -0.7419 0.3408 -1.7642
H 0.7763 -0.8111 -0.8766

---

No. 2
This record from the Open Molecules 2025 dataset describes a structure of composition CH4Br2Si at a distorted geometry. The level of theory is wB97M-V/def2-TZVPD.

Values from the calculation:
Gap between HOMO and LUMO, hartree: 0.3546
E_tot, eV: -149061.400
Relative energy (zero: lowest compared OMol25 entry of this formula, charge and spin), kcal per mole: 111.20

Last column: Mulliken charge in e.
Element x y z (Å)
C1 0.68628 -0.24673 0.45785  -0.251
Si1 -0.75571 0.45953 -0.52189  0.337
Br1 2.47086 0.32479 0.32942  -0.016
Br2 0.14441 -0.67521 2.29703  -0.087
H1 0.65365 -1.57343 -0.44457  0.212
H2 -0.91690 1.67621 0.14766  -0.101
H3 -2.08632 -0.42277 -0.31311  -0.039
H4 -0.19627 0.45760 -1.95238  -0.055

Atomic forces in eV per Å
C -0.8727 -4.5910 -1.9587
Si -0.1510 -1.9694 -0.6458
Br 0.1325 0.3886 -0.0865
Br 0.2634 0.0800 -0.7678
H 0.1715 3.1232 2.7137
H -0.5878 1.8249 0.2631
H 1.7258 0.9202 -0.3691
H -0.6816 0.2235 0.8511